ORCA calculation (the ωB97M-V functional and the def2-TZVPD basis) on a cluster of 17 separate species, C60H169N15O17 in total in a non-equilibrium geometry.

Last column: Mulliken charge in e.
Cartesian coordinates (Å):
1 O 4.98118 -1.36067 2.66209  -0.2815
2 H 5.57777 -0.87417 2.09321  -0.0499
3 H 5.11315 -0.97959 3.53019  0.3593
4 O -0.94879 -3.81521 -0.04080  -0.9048
5 H -0.61925 -2.95128 0.20672  0.1797
6 H -0.26638 -4.42301 0.24405  -0.0248
7 C 0.64633 4.04707 -2.36981  0.6059
8 C 0.11429 5.30586 -2.93835  1.1803
9 C -0.64996 6.23668 -1.97072  -2.1196
10 O -1.57115 5.66920 -1.05124  0.1832
11 C -2.75939 5.23029 -1.74224  -0.5374
12 N 1.19086 6.04606 -3.52712  -0.9441
13 H -0.07451 3.24987 -2.18831  -1.1273
14 H 1.21749 4.35586 -1.49430  -0.1138
15 H 1.44619 3.65026 -2.99501  0.6579
16 H -0.54754 5.07125 -3.77205  -0.2294
17 H -1.07155 7.01759 -2.60360  0.4428
18 H 0.01953 6.82168 -1.34013  0.3693
19 H -3.49465 4.86179 -1.02691  -0.1436
20 H -2.63030 4.43498 -2.47636  0.0701
21 H -3.03404 6.07458 -2.37457  0.6902
22 H 1.62611 5.44664 -4.21367  0.5310
23 H 1.89462 6.15769 -2.81133  0.4097
24 C 0.30278 -7.53708 1.58704  -1.6406
25 C 1.37852 -6.64595 0.87642  1.4418
26 C 1.41826 -6.94289 -0.69231  -0.7773
27 O 1.68683 -8.29068 -0.93021  -0.3662
28 C 1.91656 -8.58664 -2.28519  -0.7747
29 N 1.06656 -5.24408 1.10427  1.0874
30 H -0.55549 -7.68946 0.93263  0.3354
31 H 0.01705 -7.07633 2.53264  0.3175
32 H 0.69119 -8.51679 1.86526  0.4030
33 H 2.35976 -6.93087 1.25602  -0.0023
34 H 2.11826 -6.22318 -1.11671  0.1508
35 H 0.48634 -6.52839 -1.07676  0.4609
36 H 2.41606 -7.75512 -2.78235  0.2420
37 H 1.01894 -8.82418 -2.85612  0.2754
38 H 2.60116 -9.43291 -2.34213  0.3468
39 H 1.12182 -4.97454 2.07607  -0.8430
40 H 1.75880 -4.67624 0.63686  -0.6034
41 C -5.31508 3.89827 1.71756  -0.7300
42 C -6.62949 4.68991 1.49689  0.6345
43 C -6.71857 6.01425 2.38693  -0.8604
44 O -6.93762 5.74615 3.75497  -0.2888
45 C -8.19525 5.47971 4.37467  -0.7447
46 N -6.72090 5.03752 0.09714  -0.5757
47 H -5.20080 2.95506 1.18333  0.2478
48 H -5.37836 3.60978 2.76678  0.5109
49 H -4.39194 4.46381 1.59080  -0.0090
50 H -7.50177 4.13608 1.84400  0.1557
51 H -7.49281 6.71511 2.07479  0.4455
52 H -5.71665 6.44320 2.37098  0.0736
53 H -8.17760 5.32134 5.45296  0.2650
54 H -8.74922 4.67196 3.89639  0.2799
55 H -8.84775 6.34939 4.29728  0.3222
56 H -6.54133 4.23988 -0.49585  0.0880
57 H -6.06408 5.73561 -0.22119  0.2778
58 C 4.37150 -2.41301 -0.47031  -1.0423
59 C 3.97909 -3.68131 0.33208  2.4854
60 C 5.17899 -4.42153 1.01635  -1.3103
61 O 4.81720 -5.75165 1.39283  -0.1910
62 C 5.24317 -6.86173 0.57331  -1.0415
63 N 2.97827 -3.18625 1.25349  1.4248
64 H 3.47763 -1.91649 -0.84792  -0.1487
65 H 4.89436 -2.62130 -1.40377  0.5462
66 H 4.96488 -1.63786 0.01460  -0.0572
67 H 3.39346 -4.36662 -0.28066  -0.9253
68 H 5.61525 -3.99402 1.91913  -0.0813
69 H 6.05850 -4.55203 0.38585  0.5828
70 H 4.87143 -7.84528 0.86060  0.3211
71 H 6.32464 -6.99699 0.55856  0.4232
72 H 4.95888 -6.77111 -0.47506  0.3839
73 H 3.46582 -2.42030 1.69589  -0.5806
74 H 2.82450 -3.85692 1.99286  -1.0243
75 C -2.73450 1.31554 3.50285  -0.3693
76 C -1.73203 2.26946 4.13284  1.8592
77 C -1.49775 2.09339 5.63968  -1.5729
78 O -1.28461 0.65985 5.90317  -0.0783
79 C -0.92348 0.31609 7.21136  -0.9544
80 N -0.50667 2.00148 3.43865  0.2219
81 H -2.43842 0.26799 3.55829  -0.1141
82 H -2.90185 1.58319 2.45955  -0.1634
83 H -3.74902 1.34697 3.90013  0.5481
84 H -1.85086 3.35001 4.05275  -0.4780
85 H -2.26568 2.55542 6.26008  0.5081
86 H -0.55017 2.56327 5.90315  0.4547
87 H 0.01700 0.76571 7.52985  0.3610
88 H -0.81489 -0.76730 7.26211  0.2255
89 H -1.65175 0.55134 7.98749  0.3217
90 H -0.18333 1.05532 3.58120  -0.0735
91 H -0.76649 2.02869 2.46301  -0.0576
92 C -0.51093 -2.53406 4.02127  -0.7507
93 C -0.66513 -4.04477 3.98835  1.4983
94 C 0.49366 -4.90849 4.55820  -1.0892
95 O 1.70028 -4.42111 4.01764  0.1556
96 C 2.84692 -5.21290 4.29695  -0.9079
97 N -1.90473 -4.35373 4.65701  -0.7286
98 H -0.48366 -2.19614 5.05721  0.1694
99 H -1.32582 -1.95174 3.59121  0.4193
100 H 0.37864 -2.16976 3.50742  -0.5028
101 H -0.79844 -4.31626 2.94116  -0.2337
102 H 0.32917 -5.96440 4.34350  0.2201
103 H 0.57181 -4.81969 5.64176  0.4360
104 H 2.76116 -6.18497 3.81132  0.1938
105 H 2.99410 -5.30219 5.37327  0.4217
106 H 3.63004 -4.49916 4.04118  0.0460
107 H -2.08598 -5.32737 4.85519  0.2701
108 H -1.78583 -4.02524 5.60466  0.3246
109 C 1.57322 0.37490 -4.04816  -0.1570
110 C 3.01497 0.05809 -3.88150  1.5823
111 C 3.82531 0.04126 -5.18072  -2.0995
112 O 5.20276 -0.31735 -4.97879  0.4301
113 C 5.95336 -0.02559 -6.13649  -1.8123
114 N 3.57574 1.23598 -3.17402  0.0464
115 H 1.17800 -0.35411 -4.75557  0.4457
116 H 1.48438 1.35572 -4.51526  0.7634
117 H 0.98566 0.26165 -3.13708  -0.9717
118 H 3.13928 -0.85770 -3.30360  -0.3383
119 H 3.80901 0.95036 -5.78187  0.7053
120 H 3.35377 -0.69933 -5.82671  0.0521
121 H 6.91659 -0.52882 -6.05263  0.3841
122 H 6.19584 1.03509 -6.07140  0.5807
123 H 5.60108 -0.43439 -7.08353  0.2104
124 H 3.59827 2.05933 -3.75855  0.2277
125 H 4.55326 1.12333 -2.94629  -0.0107
126 C -9.10160 0.57324 0.03692  -1.7965
127 C -8.15567 1.71867 -0.20363  1.1529
128 C -7.06730 1.35537 -1.22446  -0.8083
129 O -6.33770 2.55356 -1.58062  -0.4307
130 C -5.27397 2.27461 -2.40716  -0.4198
131 N -8.94855 2.78125 -0.78520  -0.7359
132 H -9.41100 0.16575 -0.92553  0.3740
133 H -10.08536 0.91895 0.35442  0.4544
134 H -8.67448 -0.22967 0.63776  0.3495
135 H -7.72359 2.11713 0.71432  -0.1634
136 H -7.50355 0.86851 -2.09668  0.4151
137 H -6.41437 0.59034 -0.80433  0.3516
138 H -4.55849 1.58712 -1.95602  -0.0645
139 H -4.66283 3.17484 -2.47195  0.2136
140 H -5.51134 1.87443 -3.39287  0.3598
141 H -8.23116 3.42806 -1.08032  0.3380
142 H -9.43965 2.49949 -1.62158  0.3122
143 C 1.75691 0.46466 1.01294  -0.0125
144 C 0.37765 -0.23105 0.94102  1.4586
145 C -0.65126 0.41642 0.03003  -0.6083
146 O -0.97125 1.64521 0.65925  0.7535
147 C -1.98887 2.20035 -0.07532  -0.9673
148 N 0.74861 -1.54409 0.46283  2.8429
149 H 1.64707 1.39952 1.56255  0.8070
150 H 2.17342 0.62701 0.01882  -0.3648
151 H 2.50251 -0.15713 1.50845  -0.5314
152 H -0.00939 -0.24943 1.95981  -0.4690
153 H -1.48198 -0.28836 0.06591  0.0298
154 H -0.30578 0.58591 -0.98978  -0.4501
155 H -1.72479 2.49138 -1.09201  -0.1960
156 H -2.26997 3.18952 0.28611  -0.2990
157 H -2.91747 1.64569 0.05939  0.5589
158 H 1.54665 -1.96293 0.91870  -1.2178
159 H 1.17773 -1.22239 -0.39301  -1.2410
160 C 0.86459 4.92854 1.28430  -0.6973
161 C 0.39956 5.68541 2.59885  -0.0311
162 C -1.09803 6.06202 2.50610  0.3995
163 O -1.50731 6.73427 3.68156  -0.5228
164 C -2.87709 6.59041 3.94915  -0.5968
165 N 0.69143 4.88394 3.75589  -0.7732
166 H 0.70343 5.63597 0.47087  0.2117
167 H 0.16373 4.12074 1.07372  -0.1207
168 H 1.85546 4.48429 1.37872  0.3752
169 H 1.04028 6.56664 2.56705  0.3434
170 H -1.65769 5.15018 2.29772  -0.3299
171 H -1.30211 6.76527 1.69871  0.4838
172 H -3.47620 6.90679 3.09530  0.2404
173 H -3.35728 7.09781 4.78585  0.3696
174 H -2.99535 5.52847 4.16453  0.1945
175 H 0.35508 3.93948 3.63364  0.1441
176 H 0.13993 5.42407 4.40720  0.4303
177 C 3.06882 -4.48077 -5.56602  -1.3236
178 C 1.72660 -4.99323 -5.02292  1.7949
179 C 0.62253 -3.88765 -5.03793  -1.4735
180 O 0.91850 -2.77577 -4.24773  0.2162
181 C 0.92898 -3.01473 -2.86972  -0.4597
182 N 1.28700 -6.22310 -5.75932  -0.7904
183 H 3.81424 -5.21151 -5.25224  0.4686
184 H 3.15698 -3.50858 -5.08108  0.0637
185 H 2.96945 -4.35381 -6.64402  0.3217
186 H 1.85538 -5.37221 -4.00907  -0.5549
187 H -0.38453 -4.21995 -4.78594  0.2678
188 H 0.46767 -3.47390 -6.03439  0.4733
189 H 1.08897 -2.13168 -2.25108  -0.8286
190 H 1.69795 -3.63194 -2.40514  0.3826
191 H 0.03316 -3.53026 -2.52356  0.5979
192 H 1.03490 -6.01718 -6.71542  0.2922
193 H 2.12018 -6.78690 -5.84900  0.2844
194 C -2.64603 -1.51399 -2.11866  -0.0295
195 C -3.64651 -2.06649 -3.15723  0.0783
196 C -4.24468 -3.49873 -2.97125  -1.0560
197 O -5.02404 -3.96076 -4.01810  -0.3507
198 C -5.76800 -5.15071 -3.70361  -0.8027
199 N -4.71571 -1.03642 -3.18771  -0.4130
200 H -2.75712 -0.43329 -2.02997  -0.3942
201 H -1.63357 -1.71224 -2.47043  -0.3716
202 H -2.69595 -1.89644 -1.09918  0.7239
203 H -3.09413 -2.12331 -4.09518  0.4847
204 H -4.87674 -3.51875 -2.08345  0.4063
205 H -3.37828 -4.11523 -2.73168  0.4080
206 H -6.32126 -5.55191 -4.55274  0.2888
207 H -6.55330 -4.95407 -2.97372  0.3284
208 H -5.17264 -6.01081 -3.39722  0.3145
209 H -5.39162 -1.37655 -3.85670  0.3087
210 H -5.28145 -0.93589 -2.35709  0.0905
211 C 2.77797 -0.25402 4.65053  -0.6791
212 C 3.91832 -0.27638 5.63389  0.2511
213 C 4.22980 -1.68273 6.27998  -0.4450
214 O 5.10540 -1.49140 7.33734  -0.4488
215 C 4.44253 -0.97530 8.50898  -0.8010
216 N 5.11843 0.30463 4.98374  -0.5623
217 H 2.73240 0.61636 3.99595  0.4079
218 H 1.83507 -0.34307 5.19007  0.3111
219 H 2.90640 -1.06579 3.93456  -0.4683
220 H 3.56289 0.41427 6.39858  0.4255
221 H 4.73341 -2.37079 5.60096  0.0677
222 H 3.25053 -2.10778 6.50014  0.3500
223 H 3.46235 -1.40840 8.70840  0.3040
224 H 4.33515 0.10875 8.47161  0.2864
225 H 4.96788 -1.13685 9.45026  0.3213
226 H 4.95450 1.30079 5.01329  0.2908
227 H 5.94871 0.19613 5.54851  0.2316
228 C 7.75637 2.30130 1.12926  -1.7946
229 C 6.59584 1.41103 1.42745  0.7471
230 C 5.41633 1.52593 0.38446  0.5073
231 O 5.02285 2.92881 0.39762  -0.1664
232 C 4.01480 3.22058 -0.58188  -0.8443
233 N 7.12948 0.07488 1.61433  -0.8045
234 H 8.46317 2.20907 1.95390  0.5186
235 H 7.59675 3.35928 0.92118  0.2851
236 H 8.35540 1.89257 0.31550  0.4289
237 H 6.29053 1.63648 2.44924  -0.0324
238 H 4.53956 0.93201 0.64255  -0.3839
239 H 5.72842 1.31503 -0.63840  0.2100
240 H 3.64417 4.23577 -0.44014  0.3369
241 H 3.21569 2.50375 -0.39298  -0.5302
242 H 4.38154 3.25937 -1.60759  0.5792
243 H 7.47936 -0.20434 0.70894  0.3122
244 H 7.99199 0.14992 2.13446  0.3027
245 C -1.25226 2.01936 -8.43637  -1.7082
246 C -1.35731 3.21704 -7.50772  0.3611
247 C -0.95441 2.89935 -6.07432  -0.1520
248 O -1.89876 1.96617 -5.58708  -0.3439
249 C -1.83568 1.86945 -4.18891  0.7761
250 N -0.50190 4.28198 -7.93730  -0.8430
251 H -1.68801 2.18484 -9.42167  0.4877
252 H -2.01465 1.28036 -8.18996  0.3927
253 H -0.32575 1.46600 -8.58962  0.2765
254 H -2.36770 3.61062 -7.61862  0.2675
255 H -0.82219 3.80129 -5.47672  -0.1041
256 H 0.01419 2.39976 -6.05651  0.2268
257 H -2.16901 0.84785 -4.00637  -0.1215
258 H -2.56650 2.50051 -3.68316  -0.0510
259 H -0.79830 1.84556 -3.85521  -0.2971
260 H -0.55937 4.31141 -8.94523  0.3047
261 H 0.46324 4.00757 -7.82199  0.4168

- E_HOMO (alpha / beta) (eV) = 0.55 / -6.47
- total charge = -1
- spin multiplicity = 2
- ⟨S²⟩ = 0.7505